{"formula": "C26H34IrN6O4PS2", "method": "ωB97M-V with the def2-TZVPD basis set", "species": ["Ir", "N", "C", "S", "N", "N", "C", "C", "C", "C", "C", "C", "C", "O", "H", "H", "H", "H", "H", "H", "H", "O", "S", "O", "O", "C", "N", "C", "C", "C", "N", "C", "C", "C", "N", "C", "C", "H", "H", "H", "H", "H", "H", "C", "C", "C", "P", "C", "C", "C", "C", "C", "C", "H", "H", "H", "H", "H", "H", "H", "H", "H", "H", "H", "H", "H", "H", "H", "H", "H", "H", "H", "H", "H"], "coordinates": [[0.86, -0.34, -1.07], [4.81, -1.94, -2.46], [3.56, -1.52, -2.26], [3.28, -0.21, -1.18], [2.64, -2.19, -2.98], [1.40, -1.76, -2.78], [0.51, -2.38, -3.56], [-0.80, -1.96, -3.76], [-1.64, -2.80, -4.56], [-2.92, -2.46, -4.85], [-3.43, -1.21, -4.38], [-2.67, -0.36, -3.65], [-1.33, -0.69, -3.29], [-0.65, 0.14, -2.60], [5.58, -1.50, -2.00], [4.98, -2.66, -3.15], [0.87, -3.25, -4.10], [-1.23, -3.73, -4.92], [-3.54, -3.11, -5.44], [-4.45, -0.94, -4.63], [-3.06, 0.59, -3.30], [1.92, 5.76, 5.17], [0.80, 6.68, 5.15], [1.20, 8.05, 5.38], [-0.21, 6.25, 6.11], [0.05, 6.58, 3.54], [-0.78, 7.56, 3.24], [-1.37, 7.46, 2.05], [-1.16, 6.38, 1.21], [-0.27, 5.41, 1.64], [0.35, 5.52, 2.82], [0.05, 4.19, 0.86], [1.24, 3.50, 1.11], [1.50, 2.34, 0.43], [0.64, 1.81, -0.46], [-0.48, 2.48, -0.73], [-0.81, 3.67, -0.10], [-2.05, 8.26, 1.78], [-1.65, 6.33, 0.25], [1.94, 3.88, 1.85], [2.41, 1.79, 0.60], [-1.13, 2.04, -1.47], [-1.74, 4.15, -0.33], [-2.30, -2.91, -0.78], [-1.78, -2.16, 0.44], [-2.46, -0.79, 0.53], [0.07, -2.02, 0.47], [0.66, -3.73, 0.12], [2.18, -3.87, -0.03], [0.12, -4.77, 1.12], [0.46, -1.61, 2.22], [1.89, -1.98, 2.63], [0.24, -0.13, 2.53], [-3.39, -3.01, -0.69], [-1.90, -3.91, -0.89], [-2.10, -2.36, -1.70], [-2.02, -2.73, 1.34], [-2.03, -0.08, -0.17], [-2.42, -0.36, 1.53], [-3.52, -0.90, 0.28], [0.22, -3.92, -0.86], [2.67, -4.05, 0.92], [2.63, -2.99, -0.48], [2.40, -4.73, -0.67], [0.50, -4.58, 2.12], [0.46, -5.76, 0.83], [-0.97, -4.79, 1.16], [-0.24, -2.22, 2.81], [2.62, -1.60, 1.91], [2.04, -3.05, 2.73], [2.12, -1.53, 3.59], [1.10, 0.45, 2.20], [0.14, 0.02, 3.60], [-0.64, 0.30, 2.05]], "total_charge": 1, "lumo_ev": [-3.2, -6.0], "orbital_gap_ha": [0.24696, 0.19296], "multiplicity": 6}

=====

{"formula": "C26H34IrN6PSi", "method": "ωB97M-V with the def2-TZVPD basis set", "species": ["Ir", "N", "C", "C", "C", "C", "C", "C", "C", "C", "C", "C", "C", "C", "N", "C", "C", "C", "C", "N", "H", "H", "H", "H", "H", "H", "H", "H", "H", "H", "C", "Si", "C", "C", "C", "H", "H", "H", "H", "H", "H", "H", "H", "H", "H", "H", "C", "N", "C", "N", "C", "N", "C", "P", "C", "C", "H", "H", "H", "H", "H", "H", "H", "H", "H", "H", "H", "H", "H"], "coordinates": [[-0.82, -0.95, -1.09], [6.81, -1.10, 6.03], [5.96, -1.08, 5.26], [4.90, -1.05, 4.28], [4.07, 0.07, 4.19], [3.05, 0.09, 3.26], [2.86, -0.99, 2.40], [3.69, -2.10, 2.49], [4.71, -2.14, 3.43], [1.76, -0.96, 1.38], [2.14, -0.91, 0.04], [3.51, -0.75, -0.43], [3.45, -0.76, -1.78], [2.07, -0.94, -2.13], [1.28, -1.01, -1.06], [0.45, -1.02, 1.86], [0.08, -1.27, 3.26], [-1.26, -1.30, 3.30], [-1.70, -1.04, 1.94], [-0.71, -0.87, 1.10], [4.23, 0.90, 4.85], [2.40, 0.95, 3.19], [3.54, -2.95, 1.83], [5.35, -3.00, 3.51], [4.38, -0.67, 0.19], [4.28, -0.70, -2.47], [1.64, -1.04, -3.12], [0.78, -1.44, 4.07], [-1.89, -1.48, 4.15], [-2.72, -0.99, 1.58], [-2.08, -3.23, -3.22], [-2.89, -2.88, -1.57], [-2.05, -3.86, -0.20], [-4.70, -3.33, -1.60], [-2.87, -0.94, -1.33], [-2.08, -4.30, -3.46], [-1.04, -2.89, -3.25], [-2.62, -2.72, -4.03], [-2.20, -4.93, -0.40], [-2.49, -3.65, 0.78], [-0.98, -3.69, -0.14], [-4.81, -4.40, -1.81], [-5.22, -2.78, -2.38], [-5.17, -3.12, -0.64], [-3.53, -0.60, -0.53], [-3.25, -0.56, -2.29], [-1.72, 4.35, -2.34], [-0.23, 3.96, -2.40], [0.43, 4.39, -1.07], [-0.26, 3.82, 0.04], [-1.67, 4.22, 0.03], [-2.34, 3.79, -1.20], [-2.49, 2.33, -1.27], [-0.86, 1.46, -1.29], [-0.06, 2.49, -2.63], [-0.09, 2.36, 0.13], [-2.18, 3.99, -3.26], [-1.75, 5.44, -2.31], [0.21, 4.48, -3.16], [0.37, 5.48, -1.04], [1.47, 4.07, -1.11], [-1.73, 5.30, 0.10], [-2.17, 3.78, 0.89], [-3.07, 2.05, -2.15], [-3.05, 1.97, -0.40], [-0.49, 2.24, -3.60], [1.00, 2.26, -2.66], [0.97, 2.11, 0.19], [-0.56, 2.01, 1.05]], "total_charge": 2, "lumo_ev": [-6.7, -8.5], "orbital_gap_ha": [0.19214, 0.21308], "multiplicity": 5}